Formula: C5H10O
Source: the OMol25 dataset
Level of theory: the ωB97M-V functional and the def2-TZVPD basis

```
! wB97M-V def2-TZVPD RIJCOSX def2/J DEFGRID3
* xyz 0 1
C -1.3989 -1.0607 0.0609
C -0.3459 0.0325 0.1509
C -1.0551 1.3859 -0.2410
C 1.3637 -0.6748 0.7840
C 1.8977 0.2380 -0.2549
O 0.6956 -0.1298 -0.9566
H -1.8570 -1.1017 -0.9426
H -2.2240 -0.9330 0.7796
H -0.9315 -2.0205 0.2665
H -1.5065 1.2608 -1.2565
H -0.3606 2.2254 -0.3183
H -1.8800 1.6966 0.4144
H 1.6260 -1.7244 0.5094
H 1.2272 -0.4686 1.8078
H 2.7876 -0.0202 -0.8618
H 1.9615 1.2945 0.0583
*
```

## Properties
- Electronic energy: -7390.2892 eV
- ΔE to the lowest compared entry with this formula, charge and spin: 4.476 eV
- E_HOMO: -8.23 eV
- LUMO: 0.858 eV
- Strongest force on any atom: 3.34 eV/Å

Here are the Löwdin charges for atoms 1 to 2, given in e: C -0.080; C -0.313

=====

Formula: C23H26LaNO3
Source: the OMol25 dataset
Level of theory: the ωB97M-V functional and the def2-TZVPD basis

```
! wB97M-V def2-TZVPD RIJCOSX def2/J DEFGRID3
* xyz 0 1
C 2.8236 1.8512 1.7794
C 1.4686 2.2509 1.8669
C 0.7084 1.1325 2.2388
H 1.0815 3.2340 1.6594
C 1.5863 0.0339 2.3640
C 2.8974 0.4868 2.0919
H 1.3087 -0.9845 2.5684
C 2.9680 1.6509 -1.5481
C 2.0620 2.6177 -1.0614
C 0.7573 2.2224 -1.4224
H 2.3186 3.5016 -0.5061
C 0.8551 1.0224 -2.1701
C 2.2182 0.6842 -2.2419
H -0.3627 1.1038 2.3428
H 3.7788 -0.1274 2.0603
H 3.6504 2.4762 1.4872
H 2.6248 -0.2088 -2.6794
H -0.1484 2.7493 -1.1775
H 4.0361 1.6431 -1.4138
La 1.6140 0.6334 0.0952
C -0.2660 0.2418 -2.8030
C -0.0059 0.1477 -4.3104
C -1.6187 0.9110 -2.5759
H 0.2463 1.1272 -4.7118
H -0.8893 -0.2179 -4.8350
H 0.8199 -0.5252 -4.5293
H -1.7044 1.8221 -3.1649
H -1.7727 1.1715 -1.5311
H -2.4258 0.2444 -2.8796
C -0.3004 -1.1968 -2.2460
C -0.6810 -1.2491 -0.8061
H 0.6927 -1.6414 -2.3117
H -0.9630 -1.8073 -2.8535
O -0.1925 -0.4676 0.0371
N -1.5950 -2.1391 -0.3760
C -1.8157 -2.5860 0.9829
H -2.3375 -2.2950 -1.0399
C -2.4310 -1.5683 1.9164
C -2.0267 -1.4220 3.2365
H -1.2512 -2.0462 3.6582
C -2.6357 -0.4783 4.0544
H -2.3148 -0.3908 5.0832
C -3.6444 0.3323 3.5603
H -4.1167 1.0668 4.1992
C -4.0496 0.1936 2.2385
H -4.8379 0.8204 1.8428
C -3.4481 -0.7516 1.4249
H -3.7735 -0.8572 0.3958
H -0.8755 -2.9486 1.3986
H -2.4603 -3.4624 0.9190
O 4.0614 -3.1997 -0.1310
C 3.6454 -1.9585 -0.0707
O 2.3606 -1.6973 0.0032
H 4.3603 -1.1465 -0.1085
*
```

## Properties
- Electronic energy: -32761.8786 eV
- E_HOMO: -8.23 eV
- LUMO: 0.118 eV
- Strongest force on any atom: 7.71 eV/Å

Here are the Löwdin charges for atoms 1 to 2, given in e: C -0.233; C -0.237

=====

Formula: C6H12O
Source: the OMol25 dataset
Level of theory: the ωB97M-V functional and the def2-TZVPD basis

```
! wB97M-V def2-TZVPD RIJCOSX def2/J DEFGRID3
* xyz 0 1
C -0.9628 0.5800 -1.6487
C -0.2374 0.9645 -0.3913
O -0.7838 0.4800 0.7719
C -0.1232 -2.6127 -0.0290
C -0.5808 -2.6981 1.2172
C 1.5430 2.1509 0.9166
C 0.8296 1.7642 -0.3447
H -0.9919 -0.5117 -1.7699
H -0.4788 1.0060 -2.5309
H -2.0013 0.9307 -1.6155
H -1.2044 -0.3719 0.5863
H -0.5365 -3.2162 -0.8342
H 0.6936 -1.9414 -0.2885
H -1.3892 -3.3735 1.4870
H -0.1565 -2.0961 2.0176
H 2.6249 1.9975 0.8227
H 1.1800 1.5586 1.7606
H 1.1883 2.1788 -1.2841
H 1.3873 3.2104 1.1569
*
```

## Properties
- Electronic energy: -8462.7266 eV
- ΔE to the lowest compared entry with this formula, charge and spin: 1.627 eV
- E_HOMO: -8.38 eV
- LUMO: 0.997 eV
- SMILES: C/C=C(/C)O.C=C
- Strongest force on any atom: 0.37 eV/Å

Here are the Löwdin charges for atoms 1 to 2, given in e: C -0.038; C -0.422